1.
Computed, not measured: one molecule with the formula C3H6S3 at a distorted geometry, with ωB97M-V/def2-TZVPD.

Values from the calculation:
Maximum force ... 1.54 eV/Å
Structure (SMILES) ... CSCSC=S
Energy above the lowest of the compared OMol25 structures with the same formula, charge and spin ... 0.773 eV
HOMO-LUMO gap ... 8.536 eV
M ... 138.282 u

```
12
Properties=species:S:1:pos:R:3:nbo_charge:R:1
C 0.266 0.371 3.225 -0.728
S 1.364 0.306 1.745 0.208
C 0.084 0.307 0.490 -0.733
S 0.808 0.059 -1.105 0.349
C -0.545 -0.228 -2.187 -0.500
S -2.038 -0.649 -1.742 0.020
H -0.440 -0.434 3.143 0.218
H 0.982 0.140 4.065 0.237
H -0.216 1.375 3.347 0.222
H -0.643 -0.515 0.630 0.248
H -0.422 1.298 0.524 0.233
H -0.237 -0.010 -3.234 0.225
```

2.
Computed, not measured: a 2-piece molecular cluster, C3H6SSe overall at a distorted geometry, with ωB97M-V/def2-TZVPD.

Values from the calculation:
Maximum force ... 5.97 eV/Å
Structure (SMILES) ... C=[Se].C=CS
Energy above the lowest of the compared OMol25 structures with the same formula, charge and spin ... 1.262 eV
HOMO-LUMO gap ... 7.860 eV
M ... 153.108 u

```
11
Properties=species:S:1:pos:R:3:nbo_charge:R:1
C -1.548 0.921 0.561 -0.568
Se -2.645 -0.467 0.446 0.122
H -1.818 1.768 -0.085 0.205
H -0.905 0.936 1.303 0.165
C 1.055 -0.050 -0.499 -0.362
C 0.862 -1.122 0.244 -0.335
S -0.335 -2.383 -0.096 0.047
H 0.671 0.059 -1.477 0.194
H 1.634 0.714 -0.219 0.193
H 1.121 -1.036 1.228 0.202
H 0.065 -2.594 -1.392 0.138
```

3.
Computed, not measured: a 35-piece molecular cluster, C3H76O34P overall, with ωB97M-V/def2-TZVPD.

Values from the calculation:
Maximum force ... 0.83 eV/Å
Charge ... -1
HOMO-LUMO gap ... 5.561 eV
M ... 687.581 u

```
114
Properties=species:S:1:pos:R:3:mulliken_charge:R:1
C 0.822 -1.295 -0.357 0.529
C -0.234 -0.716 -0.488 -1.216
C -1.557 -0.169 -0.403 -0.810
P -2.847 -1.645 0.153 0.456
H 1.610 -1.997 -0.419 0.599
H -1.864 0.197 -1.385 0.332
H -1.577 0.616 0.353 0.240
H -3.428 -1.653 -1.203 -0.068
H -1.878 -2.640 -0.287 -0.063
H -2.170 -1.623 1.533 -0.254
H -3.759 -0.602 0.580 -0.493
H -3.756 -2.695 0.615 0.057
O -5.227 1.298 1.721 -0.513
H -5.939 1.454 2.353 0.387
H -4.440 1.661 2.145 0.183
O -0.087 -0.528 -3.835 -0.544
H 0.143 -0.548 -2.897 0.220
H -0.616 0.269 -3.957 0.248
O -6.480 -1.369 1.499 -0.639
H -6.152 -0.564 1.073 0.281
H -5.861 -1.497 2.223 0.303
O -7.341 3.275 1.608 -0.668
H -6.502 3.320 1.133 0.336
H -7.823 2.590 1.133 0.308
O 3.751 -0.165 1.135 -0.687
H 3.968 -0.727 1.889 0.312
H 2.783 -0.199 1.119 0.333
O 6.078 -0.196 -0.694 -0.641
H 5.189 -0.059 -0.330 0.337
H 6.649 0.343 -0.136 0.341
O 0.751 -1.616 -6.483 -0.584
H 1.274 -1.056 -7.068 0.311
H 0.899 -1.255 -5.596 0.281
O -2.427 -1.521 -7.441 -0.697
H -1.607 -1.660 -6.943 0.356
H -2.300 -0.661 -7.852 0.302
O 1.573 -1.621 2.661 -0.554
H 0.847 -1.092 3.016 0.218
H 1.147 -2.385 2.237 0.269
O -0.245 2.312 -5.003 -0.586
H 0.364 2.965 -4.628 0.343
H -0.787 2.813 -5.622 0.272
O 4.825 0.353 -3.556 -0.667
H 5.270 0.180 -2.716 0.292
H 4.212 -0.387 -3.644 0.352
O 0.551 2.290 0.817 -0.557
H 1.470 2.401 0.555 0.261
H 0.239 1.530 0.306 0.255
O 5.253 -2.045 2.949 -0.550
H 6.120 -1.780 2.623 0.254
H 5.406 -2.840 3.467 0.283
O 5.407 0.469 -6.521 -0.645
H 5.754 1.285 -6.902 0.313
H 5.694 0.491 -5.600 0.309
O 3.782 -0.727 -8.566 -0.628
H 4.294 -1.503 -8.808 0.302
H 4.257 -0.350 -7.806 0.387
O -6.625 1.602 4.209 -0.675
H -6.122 1.428 5.010 0.248
H -7.050 2.455 4.366 0.334
O 1.465 3.939 -3.264 -0.651
H 1.357 3.235 -2.613 0.324
H 1.222 4.743 -2.794 0.286
O -3.763 2.198 4.113 -0.573
H -3.689 1.435 4.696 0.288
H -3.663 2.959 4.696 0.297
O 3.163 -2.434 4.880 -0.559
H 3.788 -1.807 5.253 0.334
H 2.703 -1.951 4.167 0.329
O -5.720 4.531 5.180 -0.628
H -5.642 4.100 4.318 0.305
H -5.795 5.463 4.950 0.310
O -2.871 -2.758 -10.351 -0.648
H -2.330 -2.217 -10.933 0.302
H -2.727 -2.384 -9.470 0.377
O 0.346 1.018 3.769 -0.527
H 1.008 1.651 4.060 0.239
H -0.172 1.503 3.115 0.297
O 1.314 -4.029 6.984 -0.631
H 1.854 -3.551 6.340 0.360
H 1.570 -3.617 7.813 0.284
O 5.432 3.240 -6.358 -0.628
H 4.523 3.283 -6.035 0.315
H 5.949 3.773 -5.748 0.302
O 4.179 -3.843 7.522 -0.586
H 4.026 -4.671 7.989 0.314
H 4.352 -4.142 6.624 0.287
O 0.327 2.824 -7.810 -0.646
H 1.156 3.154 -8.169 0.311
H 0.582 2.036 -7.316 0.334
O 4.070 -6.722 6.901 -0.582
H 3.915 -7.533 7.393 0.282
H 4.251 -7.012 6.002 0.292
O 8.465 1.157 -1.223 -0.623
H 9.373 1.332 -1.483 0.291
H 8.207 0.361 -1.701 0.322
O -9.029 -0.021 3.747 -0.599
H -8.333 0.607 3.984 0.325
H -8.547 -0.749 3.336 0.334
O -11.737 -2.011 3.678 -0.653
H -11.031 -1.392 3.904 0.343
H -11.281 -2.754 3.273 0.309
O -0.256 -3.545 1.466 -0.726
H -0.972 -2.932 1.706 0.220
H -0.704 -4.288 1.055 0.312
O 2.605 1.282 -5.853 -0.381
H 1.794 1.567 -5.413 0.212
H 3.124 0.842 -5.173 0.210
O 2.264 2.415 6.007 -0.624
H 2.125 1.788 6.725 0.307
H 2.158 3.278 6.420 0.310
O 0.747 4.175 3.727 -0.572
H -0.053 4.521 4.134 0.300
H 1.218 3.746 4.449 0.268
```

4.
Computed, not measured: C3H7AgBrNOP as an isolated structure at a distorted geometry, with ωB97M-V/def2-TZVPD.

Values from the calculation:
Maximum force ... 8.41 eV/Å
Charge ... +1
Energy above the lowest of the compared OMol25 structures with the same formula, charge and spin ... 2.552 eV
HOMO-LUMO gap ... 4.568 eV
M ... 291.841 u

```
15
Properties=species:S:1:pos:R:3:nbo_charge:R:1
N -1.742 -1.013 0.275 -0.869
C -0.438 -1.134 -0.482 0.653
O 0.119 -2.318 -0.817 -0.535
C 0.421 0.211 -0.918 -0.438
C 0.441 1.195 0.421 -0.728
P 1.677 0.424 1.711 0.472
Br 0.610 0.071 3.683 -0.162
H -2.057 -1.925 0.689 0.426
H -2.504 -0.578 -0.290 0.398
H 1.547 -0.076 -1.135 0.275
H 0.013 0.736 -1.882 0.016
H -0.612 1.279 0.940 0.276
H 0.755 2.308 0.145 0.244
H 1.960 -0.897 1.169 0.003
Ag -0.191 1.718 -3.508 0.969
```

5.
Computed, not measured: C3H7AlNO5P as an isolated structure at a distorted geometry, with ωB97M-V/def2-TZVPD.

Values from the calculation:
Maximum force ... 2.13 eV/Å
Charge ... +1
⟨S²⟩ ... 1.677
Energy above the lowest of the compared OMol25 structures with the same formula, charge and spin ... 0.000 eV
2S+1 ... 2
HOMO-LUMO gap (spin up / spin down) ... 5.143 / 4.646 eV
M ... 195.047 u

```
18
Properties=species:S:1:pos:R:3:nbo_charge:R:1
Al 1.568 1.870 -2.328 0.954
P 0.459 3.652 0.126 2.319
O 0.135 4.230 1.511 -0.490
O 1.016 2.311 0.568 -0.794
O 1.697 4.222 -0.650 -0.563
O -0.616 3.210 -0.941 -0.596
C -0.502 -0.121 -0.257 0.524
O -0.695 0.337 -1.393 -0.632
N -0.469 -1.397 0.078 -0.371
C -0.466 -2.533 -0.889 -0.441
C -0.126 -1.817 1.447 -0.413
H -0.342 0.460 0.664 0.157
H -1.318 -3.180 -0.682 0.224
H 0.408 -3.167 -0.734 0.217
H -0.580 -2.318 -1.951 0.242
H -0.363 -1.010 2.141 0.220
H -0.733 -2.688 1.694 0.227
H 0.926 -2.061 1.596 0.214
```

6.
Computed, not measured: one molecule with the formula C3H7BO3 at a distorted geometry, with ωB97M-V/def2-TZVPD.

Values from the calculation:
Maximum force ... 2.82 eV/Å
Structure (SMILES) ... OB1COC[C@@H]1O
Energy above the lowest of the compared OMol25 structures with the same formula, charge and spin ... 2.964 eV
HOMO-LUMO gap ... 9.968 eV
M ... 101.898 u

```
14
Properties=species:S:1:pos:R:3:nbo_charge:R:1
O -0.482 0.437 2.198 -0.833
B -0.315 0.026 0.969 0.934
C -0.236 -1.454 0.478 -0.432
O -0.277 -1.279 -0.974 -0.546
C 0.111 0.008 -1.420 -0.074
C -0.049 1.026 -0.240 -0.237
O 1.073 1.786 -0.096 -0.700
H -0.906 -0.148 2.768 0.492
H 0.759 -1.845 0.791 0.202
H -1.076 -2.160 0.794 0.214
H -0.490 0.196 -2.284 0.190
H 1.136 -0.034 -1.614 0.148
H -0.819 1.737 -0.480 0.180
H 1.573 1.703 -0.889 0.461
```

| no. | calculated total energy (Ha) |
| --- | --- |
| 1 | -1312.43169 |
| 2 | -2917.40189 |
| 3 | -3059.27533 |
| 4 | -3310.44070 |
| 5 | -1132.84719 |
| 6 | -369.07414 |